P.
The following is a DFT calculation (the ωB97M-V functional and the def2-TZVPD basis) of a single C3H3N3 molecule.

## Properties
Net charge = 0
M = 81.1 g mol⁻¹
Structure (SMILES) = N#CC(N)C#N
HOMO energy = -11.1086 eV

Geometry (Å):
N 2.590 -0.466 -0.335
C 1.469 -0.234 -0.176
C 0.105 0.014 0.322
N -0.815 -1.021 -0.096
C -0.340 1.404 0.022
N -0.763 2.444 -0.258
H 0.326 -0.081 1.395
H -1.767 -0.870 0.221
H -0.804 -1.191 -1.094


Q.
The following is a DFT calculation (the ωB97M-V functional and the def2-TZVPD basis) of a single C3H3N3 molecule.

## Properties
Net charge = 0
M = 81.1 g mol⁻¹
Structure (SMILES) = c1cnnnc1
HOMO energy = -10.0234 eV

Geometry (Å):
C 0.048 0.840 0.127
C 1.200 0.075 -0.152
N 1.129 -1.228 0.029
N -0.150 -1.821 -0.124
N -1.221 -1.121 -0.243
C -1.153 0.195 0.099
H 0.124 1.862 0.464
H 2.122 0.532 -0.552
H -2.099 0.667 0.353


R.
The following is a DFT calculation (the ωB97M-V functional and the def2-TZVPD basis) of a molecular structure, C3H3N3.

## Properties
Net charge = 0
M = 81.1 g mol⁻¹
HOMO energy = -9.1155 eV

Geometry (Å):
C 0.025 -1.161 0.257
N -1.109 -0.452 0.545
C -1.035 0.326 -0.554
N -0.151 1.266 -0.127
C 1.090 0.748 0.064
N 1.234 -0.542 0.290
H -0.018 -2.250 0.317
H -1.949 0.631 -1.067
H 1.913 1.434 0.277


S.
The following is a DFT calculation (the ωB97M-V functional and the def2-TZVPD basis) of 2 unconnected molecules or ions with the total composition C3H3N3.

## Properties
Net charge = 0
M = 81.1 g mol⁻¹
HOMO energy = -11.4679 eV

Geometry (Å):
N -0.401 -0.345 -0.898
C -0.208 0.616 -0.093
C -1.244 1.501 0.375
N -2.129 2.158 0.726
C 1.921 -1.270 1.263
N 1.624 -1.510 0.152
H 0.997 -1.372 -0.661
H -1.358 -0.551 -1.176
H 0.797 0.773 0.312


Most stable structure, least stable structure: P, R.


P.
The following is a DFT calculation (the ωB97M-V functional and the def2-TZVPD basis) of a single C3H7FS2 molecule.

## Properties
Net charge = 0
M = 126.2 g mol⁻¹
Structure (SMILES) = FC[C@@H](S)CS
HOMO energy = -9.1167 eV

Geometry (Å):
F -0.700 -1.882 -0.117
C -1.200 -0.553 -0.148
C 0.018 0.364 -0.450
S -0.507 1.998 -0.974
C 1.008 0.453 0.753
S 1.596 -1.117 1.594
H -1.647 -0.365 0.907
H -1.990 -0.532 -0.868
H 0.535 -0.017 -1.289
H -1.107 1.509 -2.024
H 1.841 1.132 0.469
H 0.492 0.904 1.663
H 1.661 -1.894 0.484


Q.
The following is a DFT calculation (the ωB97M-V functional and the def2-TZVPD basis) of a single C3H7FS2 molecule.

## Properties
Net charge = 0
M = 126.2 g mol⁻¹
Structure (SMILES) = FC(CS)CS
HOMO energy = -8.9496 eV

Geometry (Å):
F -0.332 -1.636 0.537
C 0.158 -0.727 -0.379
C -1.043 0.121 -0.860
S -1.919 1.041 0.372
C 1.383 -0.056 0.182
S 1.344 0.538 1.914
H 0.539 -1.201 -1.294
H -0.584 0.807 -1.588
H -1.749 -0.492 -1.464
H -2.057 0.027 1.212
H 2.266 -0.693 0.113
H 1.575 0.806 -0.460
H 0.423 1.465 1.716


Most stable structure, least stable structure: Q, P.


P.
The following is a DFT calculation (the ωB97M-V functional and the def2-TZVPD basis) of 2 unconnected molecules or ions with the total composition C5H14.

## Properties
Net charge = 0
M = 74.2 g mol⁻¹
Structure (SMILES) = CCC.CC
HOMO energy = -10.3570 eV

Geometry (Å):
C -2.466 -0.504 1.458
C -1.766 0.413 0.495
C -0.446 0.896 0.858
H -3.212 0.170 2.091
H -3.094 -1.069 0.833
H -1.783 -1.167 2.097
H -1.757 -0.174 -0.514
H -2.475 1.310 0.206
H -0.153 0.497 1.845
H 0.385 0.709 0.137
H -0.393 2.064 0.956
C 1.441 -0.222 -1.683
C 2.718 -0.569 -0.970
H 0.961 0.628 -1.256
H 1.768 0.083 -2.739
H 0.842 -1.199 -1.577
H 2.645 -1.320 -0.200
H 3.275 0.246 -0.434
H 3.510 -0.791 -1.605


Q.
The following is a DFT calculation (the ωB97M-V functional and the def2-TZVPD basis) of 2 unconnected molecules or ions with the total composition C5H14.

## Properties
Net charge = 0
M = 74.2 g mol⁻¹
Structure (SMILES) = CCC.CC
HOMO energy = -11.0446 eV

Geometry (Å):
C 2.197 1.352 0.812
C 1.299 0.132 1.037
C -0.029 0.602 1.758
H 2.906 1.502 1.688
H 2.870 1.105 0.004
H 1.669 2.289 0.681
H 0.851 -0.271 0.098
H 1.609 -0.674 1.555
H -0.650 -0.149 2.091
H 0.286 1.328 2.675
H -0.525 1.220 0.989
C -2.116 -0.464 -1.640
C -1.208 -1.659 -1.853
H -1.921 -0.112 -0.516
H -1.929 0.481 -2.216
H -3.147 -0.606 -1.819
H -1.393 -2.481 -1.109
H -0.145 -1.435 -1.961
H -1.335 -1.977 -2.845


Most stable structure, least stable structure: Q, P.


P.
The following is a DFT calculation (the ωB97M-V functional and the def2-TZVPD basis) of 2 unconnected molecules or ions with the total composition C5H14.

## Properties
Net charge = 0
M = 74.2 g mol⁻¹
Structure (SMILES) = CCC.CC
HOMO energy = -10.5772 eV

Geometry (Å):
C 0.358 1.436 0.915
C 1.587 0.526 0.626
C 1.991 -0.403 1.689
H 0.197 2.274 0.325
H -0.486 0.854 0.800
H 0.189 1.807 1.944
H 2.520 1.179 0.545
H 1.531 0.309 -0.492
H 3.111 -0.555 2.024
H 1.470 -1.365 1.603
H 1.756 0.034 2.642
C -2.232 -1.433 -1.682
C -1.332 -0.132 -1.431
H -2.830 -1.741 -0.889
H -2.948 -1.213 -2.451
H -1.599 -2.368 -2.038
H -1.394 0.603 -2.302
H -1.684 0.523 -0.592
H -0.205 -0.336 -1.235


Q.
The following is a DFT calculation (the ωB97M-V functional and the def2-TZVPD basis) of 2 unconnected molecules or ions with the total composition C5H14.

## Properties
Net charge = 0
M = 74.2 g mol⁻¹
Structure (SMILES) = CCC.CC
HOMO energy = -10.7766 eV

Geometry (Å):
C -0.962 -2.075 1.847
C -1.031 -0.614 1.188
C -0.579 0.288 2.364
H -1.911 -2.596 1.523
H -0.096 -2.608 1.534
H -0.950 -1.963 2.905
H -2.029 -0.267 0.733
H -0.357 -0.568 0.441
H -1.298 0.110 3.268
H -0.382 1.329 1.923
H 0.557 0.132 2.586
C 0.498 0.893 -2.791
C 1.881 1.445 -2.461
H 0.534 -0.158 -3.031
H -0.230 1.025 -2.041
H 0.314 1.413 -3.772
H 2.322 2.324 -2.823
H 1.853 1.502 -1.321
H 2.837 0.702 -2.812


R.
The following is a DFT calculation (the ωB97M-V functional and the def2-TZVPD basis) of 2 unconnected molecules or ions with the total composition C5H14.

## Properties
Net charge = 0
M = 74.2 g mol⁻¹
Structure (SMILES) = CCC.CC
HOMO energy = -11.0684 eV

Geometry (Å):
C 0.304 -1.817 0.806
C -1.145 -1.962 1.385
C -1.671 -0.525 1.319
H 0.395 -1.100 -0.011
H 0.761 -2.795 0.438
H 1.022 -1.383 1.560
H -1.624 -2.518 0.549
H -1.043 -2.401 2.427
H -1.062 -0.053 0.489
H -2.758 -0.560 1.150
H -1.669 0.071 2.119
C 0.455 1.794 -1.006
C 1.608 1.937 -1.998
H -0.243 2.530 -1.218
H -0.122 0.815 -1.245
H 0.868 1.784 0.012
H 2.503 2.488 -1.617
H 1.336 2.695 -2.813
H 2.084 1.000 -2.344


S.
The following is a DFT calculation (the ωB97M-V functional and the def2-TZVPD basis) of 2 unconnected molecules or ions with the total composition C5H14.

## Properties
Net charge = 0
M = 74.2 g mol⁻¹
Structure (SMILES) = CCC.CC
HOMO energy = -10.9048 eV

Geometry (Å):
C -0.419 1.111 -1.310
C -1.196 -0.200 -1.021
C -2.006 -0.622 -2.214
H 0.375 1.176 -0.555
H 0.028 0.830 -2.267
H -1.087 1.983 -1.402
H -1.769 -0.066 -0.101
H -0.383 -0.977 -0.697
H -2.864 -1.083 -1.882
H -1.499 -1.327 -2.802
H -2.233 0.338 -2.803
C 1.267 -0.195 1.633
C 2.186 -0.104 2.798
H 1.948 -0.606 0.860
H 0.503 -0.925 1.692
H 0.746 0.591 1.316
H 1.733 0.667 3.529
H 3.053 0.516 2.652
H 2.453 -1.056 3.141


Most stable structure, least stable structure: S, Q.


P.
The following is a DFT calculation (the ωB97M-V functional and the def2-TZVPD basis) of 2 unconnected molecules or ions with the total composition C5H14.

## Properties
Net charge = 0
M = 74.2 g mol⁻¹
Structure (SMILES) = CCC.CC
HOMO energy = -11.1130 eV

Geometry (Å):
C 0.484 -2.091 0.411
C -1.006 -1.684 0.416
C -1.660 -1.904 -0.925
H 0.607 -2.896 1.142
H 0.715 -2.588 -0.537
H 1.208 -1.290 0.588
H -1.496 -2.162 1.264
H -1.092 -0.649 0.792
H -1.046 -1.470 -1.728
H -1.739 -2.972 -1.166
H -2.645 -1.473 -1.046
C 0.738 2.270 -0.550
C 1.195 2.974 0.738
H 0.790 1.183 -0.423
H -0.320 2.477 -0.751
H 1.321 2.679 -1.368
H 1.167 4.064 0.614
H 2.228 2.721 0.926
H 0.550 2.810 1.602


Q.
The following is a DFT calculation (the ωB97M-V functional and the def2-TZVPD basis) of 2 unconnected molecules or ions with the total composition C5H14.

## Properties
Net charge = 0
M = 74.2 g mol⁻¹
Structure (SMILES) = CCC.CC
HOMO energy = -10.9845 eV

Geometry (Å):
C -1.400 -2.409 1.238
C -1.377 -0.928 0.913
C 0.020 -0.341 1.161
H -2.370 -2.831 0.973
H -1.288 -2.503 2.337
H -0.559 -3.076 1.018
H -1.608 -0.861 -0.136
H -2.016 -0.420 1.635
H 0.718 -0.596 0.372
H -0.021 0.738 1.179
H 0.499 -0.750 2.074
C 1.037 2.505 -1.429
C 1.094 0.990 -1.724
H 0.700 2.767 -0.434
H 2.089 2.841 -1.474
H 0.584 3.106 -2.207
H 1.032 0.881 -2.810
H 2.165 0.680 -1.619
H 0.702 0.207 -1.067


Most stable structure, least stable structure: P, Q.